No. 1
# H37O19

A 19-piece molecular cluster, H37O19 overall (ωB97M-V/def2-TZVPD, OMol25).

strongest force on any atom	15.85	eV/A
net charge	-1
gap between HOMO and LUMO	9.7	eV

Positions of all 56 atoms, in Å:
1 O 2.00 -3.32 -3.38
2 H 1.35 -2.56 -3.20
3 H 2.74 -3.16 -3.13
4 O 0.30 -0.21 -0.20
5 H 0.11 0.32 1.32
6 H 0.57 -1.21 -0.23
7 O 3.79 1.31 2.15
8 H 0.89 0.82 -1.05
9 H 3.55 1.58 3.05
10 O -1.88 2.77 3.86
11 H -2.03 2.49 2.93
12 H -1.16 3.43 3.75
13 O -3.01 -0.22 2.74
14 H -3.17 0.00 3.62
15 H -2.98 0.58 2.30
16 O -4.06 2.27 -0.39
17 H -3.78 1.65 0.27
18 H -3.50 2.51 -1.05
19 O -0.78 -2.07 3.35
20 H -1.29 -1.27 3.66
21 H -0.11 -1.56 2.78
22 O 1.06 1.72 -1.37
23 H 1.26 0.16 2.60
24 O -0.69 1.64 -3.28
25 H -0.82 0.77 -3.14
26 H -0.10 2.01 -2.52
27 O -1.78 -3.93 -2.62
28 H -1.90 -3.79 -1.67
29 H -0.85 -3.67 -2.85
30 O 0.64 3.33 1.35
31 H 0.31 2.62 1.89
32 H -0.20 3.31 0.99
33 O 2.80 -2.26 1.68
34 H 4.66 1.08 1.83
35 H 2.72 -1.22 1.81
36 O 0.54 -1.47 -2.34
37 H 0.53 -1.02 -1.41
38 H 1.58 2.13 -0.68
39 O 0.57 0.67 2.19
40 H -0.38 -1.59 -2.59
41 H 3.49 -2.22 1.00
42 O 2.84 1.38 -3.47
43 H 2.03 1.79 -3.52
44 H 2.72 0.65 -3.05
45 O 4.69 -0.35 -0.40
46 H 3.85 -0.08 -0.56
47 H 5.12 -0.71 -1.18
48 O -2.43 0.15 -1.99
49 H -3.26 -0.05 -2.26
50 H -2.57 -0.31 -1.12
51 O -1.98 0.97 0.54
52 H -1.16 0.37 0.29
53 H -2.03 1.36 -0.35
54 O -2.96 -2.64 0.71
55 H -3.51 -1.93 1.05
56 H -2.36 -3.01 1.31


No. 2
# C5H7N

C5H7N in the gas phase (ωB97M-V/def2-TZVPD, OMol25).

strongest force on any atom	0.50	eV/A
gap between HOMO and LUMO	10.0	eV
SMILES	CC#C[C@H]1CN1

Positions of all 13 atoms, in Å:
1 C -0.01 1.18 2.46
2 C 0.24 0.50 1.19
3 C 0.50 -0.11 0.18
4 C 0.73 -0.73 -1.10
5 C -0.44 -1.26 -1.83
6 N 0.21 -0.04 -2.28
7 H 0.54 0.66 3.25
8 H -1.07 1.17 2.72
9 H 0.33 2.22 2.43
10 H 1.71 -1.20 -1.24
11 H -1.40 -1.20 -1.33
12 H -0.32 -2.11 -2.50
13 H -0.31 0.78 -1.95


No. 3
# C3H6O2

C3H6O2 in the gas phase (ωB97M-V/def2-TZVPD, OMol25).

strongest force on any atom	2.63	eV/A
gap between HOMO and LUMO	10.7	eV
SMILES	CC(=O)CO

Positions of all 11 atoms, in Å:
1 C -0.94 1.06 0.40
2 C 0.15 0.28 -0.23
3 O 0.72 0.66 -1.25
4 C 0.50 -1.10 0.18
5 O 1.63 -1.43 -0.51
6 H -1.63 1.40 -0.37
7 H -1.47 0.51 1.18
8 H -0.46 1.94 0.84
9 H -0.49 -1.39 -0.31
10 H 1.59 -0.54 -1.17
11 H 0.40 -1.41 1.23